Here is an isolated molecule of C2HNO4 from the OMol25 dataset. Energies are from the ωB97M-V functional and the def2-TZVPD basis.

XYZ file:
```
8
C2HNO4 the ωB97M-V functional and the def2-TZVPD basis
O 1.35757 0.61527 -1.32292
O -0.73947 1.48522 0.58978
N -1.19196 0.42831 0.33556
C -0.14570 -0.67414 0.08543
H 2.10073 -0.14498 0.36432
C 1.28887 0.01994 -0.28645
O -2.30743 0.08665 0.21413
O -0.36260 -1.81628 0.02014
```

Spin multiplicity: 1
Maximum force in hartree/bohr: 0.0640
Frontier orbital gap in eV: 9.4
Highest occupied orbital energy in eV: -10.583
Lowest unoccupied orbital energy in eV: -1.173
Electronic energy in eV: -11765.663



Here is a 2-piece molecular cluster, C5H7NO overall from the OMol25 dataset. Energies are from the ωB97M-V functional and the def2-TZVPD basis.

XYZ file:
```
14
C5H7NO the ωB97M-V functional and the def2-TZVPD basis
H -0.99327 -1.77363 1.79991
C 0.48807 1.51811 -0.28395
H -0.15680 2.10348 0.37581
C -1.19863 -0.74826 1.45746
O 1.37479 0.76700 0.57518
N 0.46521 -1.32512 0.00305
H -2.08588 -0.88169 0.78379
H 2.01371 -0.91063 1.33600
H 1.15567 2.18498 -0.83161
C 1.24777 -0.53581 0.65570
H -0.86949 -1.38978 -1.62584
C -0.29388 0.61581 -1.21014
C -0.28255 -0.70080 -1.02572
H -0.86474 1.07635 -2.00963
```

Spin multiplicity: 1
Maximum force in hartree/bohr: 0.0127
Frontier orbital gap in eV: 8.6
Highest occupied orbital energy in eV: -8.562
Lowest unoccupied orbital energy in eV: 0.071
Electronic energy in eV: -8830.278



Here is a 16-piece molecular cluster, C96H96 overall from the OMol25 dataset. Energies are from the ωB97M-V functional and the def2-TZVPD basis.

XYZ file:
```
192
C96H96 the ωB97M-V functional and the def2-TZVPD basis
C -6.77731 2.64402 -5.28364
H -2.51727 -5.98719 -2.06677
C -3.13095 -5.41820 -2.76680
C 1.97852 -0.08905 6.98830
C -8.30881 0.67751 2.03784
H -0.35541 2.76496 -1.10031
H -3.99829 0.85910 -4.59550
H 5.64811 -3.82037 1.26801
H 4.85934 -2.80252 3.41019
H 1.91219 3.53426 -0.91114
C 4.20718 0.67434 7.60140
C -9.46706 0.57935 1.26377
C -0.14045 2.98406 5.41471
H 2.67781 -0.30731 -0.75356
C -3.30409 -3.91578 -4.61692
H 0.36450 -7.17428 -1.66217
C 1.72861 -5.58530 -4.32694
H -1.78564 -1.38252 4.20015
C 5.42663 -2.39740 -3.32290
C -0.40335 0.46942 -5.40187
C -0.74961 -3.86743 2.50794
C 4.54439 3.27306 4.53454
H -3.04640 3.00840 -5.23147
H 0.95081 -1.35960 -2.34865
H -3.52472 0.62539 8.40372
C 5.43495 -2.76513 1.31101
H 4.97554 1.03123 1.43020
C -0.09805 5.43187 5.66624
H -1.09818 -1.10670 -8.82596
H 1.34851 -0.35914 6.17711
H 2.91963 -3.78668 -4.25672
C 5.41636 3.72728 2.34989
C 1.15594 0.45310 0.55085
H -0.70583 4.50031 2.47890
H 1.84636 -5.72556 -5.40090
H 0.13847 3.99100 7.27219
H -3.34974 -2.80796 -2.10695
H 4.61182 -2.52027 -2.60927
H 6.63350 3.33827 4.08553
C -1.11871 -0.08242 -0.06974
H 0.62375 -0.62879 8.55355
C 3.03618 3.50305 2.68580
C 5.56316 -0.60500 0.23245
C 4.98127 -2.21395 2.50899
C -4.86287 4.02236 -5.64009
H -0.51077 -2.61016 -6.81835
H 2.24906 1.65903 -3.86916
C -9.79706 1.59539 0.32394
H -5.63580 0.33612 -0.10764
H 2.39722 5.82217 -0.20405
C -2.50327 -4.64266 -3.74623
C -3.15156 0.18234 7.50207
H -1.42624 -1.20857 -1.81297
C 6.48822 -1.21391 -5.19982
C 0.19573 -3.02945 1.94916
C -0.04947 4.11868 6.20224
C 4.20842 2.29794 -3.38241
C 1.51424 -5.36193 -1.57565
H -7.16165 3.62476 0.87494
C -3.44365 -2.87710 0.03768
C -3.93638 -2.25168 1.18883
C 3.90412 0.48915 8.93464
C 5.82737 -1.96484 0.24398
C -6.00295 1.55319 -4.91753
C -2.39648 -1.75948 6.28722
H -6.44704 0.58913 -4.70410
H -4.92214 -6.13883 -1.84962
C 1.10041 -6.58102 -3.56607
C 5.64740 3.47187 3.67466
C 2.25242 -4.41067 -2.29482
H -4.40332 4.96109 -5.99737
H -0.87629 2.35836 -6.31951
H -2.94376 2.04480 6.48429
C 0.30390 6.37161 0.14768
H 0.04401 -1.48665 -4.69870
H -1.55074 -4.31309 1.89612
C -1.08306 0.67486 -7.63841
H 6.35101 -2.33838 -0.62902
C -0.20556 0.50828 0.77803
H 5.82667 0.00188 -0.62504
C 1.35585 -2.97343 4.07643
H -2.11220 -2.80437 6.26233
H 2.41662 -0.01102 10.36347
C -5.06983 -0.60403 -0.11404
C -5.28461 -4.78846 -3.48653
C 3.55862 1.80108 -5.62001
C 5.74388 2.66581 -5.18644
H -0.61417 1.09932 1.59756
C 3.27097 3.28693 4.02282
H 0.42154 -4.09720 5.66841
C -4.55161 -1.17461 -1.25710
C -0.34207 5.55871 4.32834
H 0.09916 6.25419 6.36479
H -0.05864 1.97138 5.91138
C -4.10509 2.92730 -5.22541
C 5.48945 -1.33678 -4.21645
H -1.42360 -4.65337 -3.85018
H 1.81275 0.93783 1.24440
H -6.91282 4.73193 -5.88117
C 1.25435 -2.58413 2.76964
H 2.45340 3.14474 4.70705
H -6.70855 1.85513 2.57119
H -2.80908 -3.73523 0.05475
H 1.49339 -5.24598 -0.48181
C 4.71035 -0.83451 2.50627
C 1.36211 5.52416 -0.22856
C 0.87614 -6.38529 -2.20693
H 2.64003 -3.58450 -1.69825
C -0.16559 3.76756 -0.72282
H -7.96273 -0.04029 2.77062
C -6.24935 3.90404 -5.62814
C -7.53901 1.80306 1.90466
C -2.11475 -0.97730 5.15340
H -1.42903 1.24905 -8.50250
C -1.23271 4.57376 -0.37365
H -10.64608 1.47604 -0.33064
H -2.22514 4.15638 -0.39426
C 1.61965 -0.27660 -0.56605
C 5.43560 2.71958 -3.83042
C -4.48231 -5.51647 -2.63368
C 0.67955 -0.85531 -1.43350
C 0.36416 -3.76183 4.63106
H -2.18673 0.01507 0.11297
C 7.49352 -2.17536 -5.34601
H 6.18366 3.85441 1.60116
H -5.31841 -3.47687 -5.20378
H -9.25914 3.46244 -0.55104
C 1.62354 -0.26038 8.31428
H 2.00864 -1.89751 2.34372
H -2.87597 -3.25982 -5.35827
H 4.75863 -0.54622 -4.20012
C -9.00411 2.71229 0.22004
H 2.00061 3.61052 2.30549
H 4.97568 2.09168 -7.15950
C -4.67847 -4.00195 -4.49212
H 4.36138 -0.35082 3.42219
H -0.51326 2.28741 3.41136
C -1.01516 5.86542 0.06298
C -0.31058 -0.89591 -5.54879
H 0.48660 7.41174 0.42221
C -4.69091 -1.10972 1.12768
H -0.11790 0.93746 -4.45856
C 1.11287 4.21726 -0.64158
C -4.68194 1.70766 -4.84314
H -4.73492 -0.71000 -2.21477
C 2.58993 0.07342 9.30154
C 3.26586 0.34126 6.65261
H -1.46239 -4.86090 4.30109
C -3.79679 -2.34213 -1.19400
H 0.76210 -7.49787 -4.04064
C -0.67840 -0.78407 -1.15474
C -0.68460 -4.22448 3.84548
H -10.07622 -0.32627 1.28578
H -7.85603 2.42453 -5.26492
H 2.21416 -2.73405 4.70029
H 0.18025 -2.69418 0.91486
C -0.49174 4.38089 3.53927
C 4.79500 2.21096 -6.09459
H -0.32326 6.49820 3.81784
H -6.37602 -4.87250 -3.42009
C 3.23480 1.90527 -4.25789
H 6.13622 2.96886 -3.03259
C 6.41424 -3.34970 -3.48527
H 6.42108 -4.23756 -2.85236
H -1.88494 6.46162 0.25527
H 4.08709 3.92457 0.78530
H 2.83582 1.41564 -6.31869
H -5.08402 -0.62077 2.02704
H 6.75459 2.91857 -5.51681
C -0.91629 -0.71353 -7.82300
C -0.81961 1.28476 -6.42959
H 3.46938 0.37945 5.57740
C -0.40541 3.12198 4.07272
H 8.27399 -2.13754 -6.08995
C -2.94118 -1.20433 7.44352
H -2.16732 0.98458 4.35485
C -2.81956 0.96425 6.40131
C 2.37343 -4.53846 -3.67557
C -0.55647 -1.51921 -6.76694
H 4.65544 3.00984 5.57988
C 4.13127 3.72778 1.85254
C -7.82622 2.79866 1.01483
H 4.64913 0.66905 9.69925
H 6.43556 -0.34249 -5.85184
C 7.42332 -3.23694 -4.42116
C -2.26793 0.39241 5.25787
H 4.03453 2.34177 -2.29404
H -3.18249 -1.75827 8.33776
C 5.05281 -0.04988 1.39796
H 8.12842 -4.07641 -4.42777
H 5.18395 0.98300 7.22841
H -3.62550 -2.57183 2.19729
```

Spin multiplicity: 1
Maximum force in hartree/bohr: 0.0694
Frontier orbital gap in eV: 9.6
Highest occupied orbital energy in eV: -9.078
Lowest unoccupied orbital energy in eV: 0.497
Electronic energy in eV: -101107.588



Here is an isolated molecule of C21H22N2O2 from the OMol25 dataset. Energies are from the ωB97M-V functional and the def2-TZVPD basis.

XYZ file:
```
47
C21H22N2O2 the ωB97M-V functional and the def2-TZVPD basis
H 1.01008 -3.44854 2.10920
C 1.91292 3.45056 -3.10233
C 1.51785 2.08060 -3.31919
H 0.55155 -0.65610 -0.39905
C 0.17677 0.87663 3.96851
C 0.73739 -1.45067 3.80044
H -0.98332 2.00712 -0.97778
O -0.94604 -3.77767 2.51614
O -2.39251 -0.12314 0.59134
H 2.73526 3.86371 -3.66339
H 1.51440 5.24222 -2.02657
C 0.84854 -0.62291 -3.67278
H 3.08806 1.64205 -4.77376
H 0.65155 -1.64893 -3.83751
H -2.54402 -3.14246 1.37680
H -0.86571 1.65244 2.27027
N 0.21573 2.03493 4.68524
C 0.80095 -0.23020 4.46115
C -1.36664 -1.95129 -2.29901
C -2.25990 -3.25721 2.43279
C 0.06183 -2.92764 1.95738
N -0.46319 -0.60100 -0.49546
C 0.46371 1.50858 -2.55160
H -1.91114 0.07426 -1.92940
H -2.23198 -2.26310 -1.74835
C 0.22500 3.71617 -1.39794
C 0.09883 -1.56267 2.56080
C -0.14102 2.37064 -1.58594
H -1.62496 -2.00128 -3.34691
H -2.95980 -3.94116 2.92723
H 0.61505 2.00256 5.61189
H -0.34017 4.30930 -0.71848
H -0.55688 -2.67383 -2.06464
C 1.23066 4.21941 -2.14697
H -0.38468 2.79061 4.41152
C -1.20533 -0.39362 0.67643
H -2.38314 -2.30213 2.93200
C 2.19821 1.28972 -4.23245
C -0.99085 -0.52286 -1.85259
C 1.84925 -0.02148 -4.46144
C 0.10315 0.12953 -2.71920
H 2.35684 -0.66223 -5.18364
H -0.08314 -2.88400 0.87399
H 1.29456 -0.25425 5.42060
H 1.29117 -2.29899 4.19493
C -0.48994 -0.42408 1.99838
C -0.42495 0.78240 2.72938
```

Spin multiplicity: 1
Maximum force in hartree/bohr: 0.0712
Frontier orbital gap in eV: 8.3
Highest occupied orbital energy in eV: -8.107
Lowest unoccupied orbital energy in eV: 0.239
Electronic energy in eV: -29209.329